101
Properties=species:S:1:pos:R:3 method="wB97M-V/def2-TZVPD" homo_ev="-4.0936 / -4.0934" e_tot_ev=-147458.9167 orbital_gap_ev="5.9 / 5.9" total_charge=-1 multiplicity=2
Sc 0.1297 -0.1327 0.7249
O -3.1816 -1.0264 3.8844
C -2.9180 -2.3188 4.1061
C -3.8243 -3.0036 4.9200
C -3.6274 -4.3366 5.2111
C -2.5322 -5.0243 4.6956
C -1.6364 -4.3561 3.8842
C -1.8010 -3.0046 3.5766
C -0.8307 -2.3259 2.6763
O -0.9539 -1.0676 2.4612
N 0.1211 -3.0807 2.1522
N 0.8988 -2.3089 1.3499
C 1.9497 -2.7797 0.8036
C 2.7802 -1.8225 0.0482
C 3.9840 -2.1848 -0.5335
C 4.7491 -1.2125 -1.1553
C 4.2918 0.0947 -1.1708
C 3.0646 0.3726 -0.5882
N 2.3170 -0.5622 -0.0002
H -2.4365 -0.6678 3.3415
H -4.6717 -2.4604 5.3134
H -4.3374 -4.8512 5.8465
H -2.3873 -6.0703 4.9267
H -0.7792 -4.8585 3.4588
H 2.2592 -3.8160 0.9366
H 4.3047 -3.2167 -0.4867
H 5.6866 -1.4725 -1.6290
H 4.8439 0.8774 -1.6668
H 2.6354 1.3690 -0.5970
C -3.7692 -2.2961 -1.2482
N -3.5636 -1.0435 -0.5361
C -4.5614 -0.1151 -0.3792
C -4.3324 1.0810 0.1738
C -2.9817 1.4398 0.6042
O -2.7114 2.5230 1.1030
N -2.0169 0.4711 0.4153
C -2.3041 -0.7274 -0.0932
O -1.3889 -1.5872 -0.1917
H -4.8331 -2.5287 -1.2256
H -3.2039 -3.0865 -0.7616
H -3.4253 -2.2199 -2.2821
H -5.5365 -0.4257 -0.7334
H -5.1198 1.8060 0.3061
O 1.4754 0.4617 2.6981
N 0.8375 1.4239 2.8156
O 0.6968 1.8229 0.6338
C 1.2806 5.3047 -1.6959
C -0.0377 4.8928 -1.0439
C -1.2112 5.3632 -1.8854
O -0.0545 3.4618 -0.9873
B 0.3538 3.0652 0.2919
O 0.4628 4.1785 1.1355
C -0.1150 5.3072 0.4649
C -1.5491 5.4635 0.9624
C 0.6905 6.5485 0.8137
H 1.3357 4.8561 -2.6873
H 2.1272 4.9472 -1.1073
H 1.3528 6.3881 -1.8022
H -1.0569 5.0531 -2.9182
H -1.3020 6.4510 -1.8495
H -2.1393 4.9111 -1.5402
H -2.1439 4.5829 0.7301
H -2.0197 6.3540 0.5413
H -1.5224 5.5533 2.0483
H 1.7517 6.4115 0.6151
H 0.5700 6.7607 1.8763
H 0.3281 7.4075 0.2453
C -3.1103 3.2781 -4.5741
C -1.7755 3.3134 -4.9458
C -0.8561 2.4624 -4.3420
C -1.2403 1.5488 -3.3587
C -2.5934 1.5267 -3.0132
C -3.5198 2.3753 -3.6023
Ge 0.0008 0.2800 -2.4081
C 1.7055 0.6724 -3.3975
C 2.3960 -0.2542 -4.1804
C 3.6329 0.0484 -4.7396
C 4.2063 1.2954 -4.5368
C 3.5374 2.2377 -3.7642
C 2.3110 1.9214 -3.1952
C -0.5677 -1.4323 -3.3324
C -1.3540 -1.4886 -4.4855
C -1.7605 -2.7011 -5.0343
C -1.3797 -3.8973 -4.4432
C -0.5885 -3.8712 -3.3017
C -0.2012 -2.6538 -2.7573
H -3.8255 3.9488 -5.0350
H -1.4492 4.0127 -5.7076
H 0.1802 2.5034 -4.6492
H -2.9295 0.8245 -2.2649
H -4.5602 2.3407 -3.2988
H 1.9534 -1.2279 -4.3547
H 4.1509 -0.6861 -5.3466
H 5.1649 1.5349 -4.9816
H 3.9802 3.2141 -3.6027
H 1.8004 2.6430 -2.5672
H -1.6575 -0.5651 -4.9596
H -2.3746 -2.7150 -5.9275
H -1.6977 -4.8429 -4.8661
H -0.2933 -4.8001 -2.8272
H 0.3781 -2.6446 -1.8392


12
Properties=species:S:1:pos:R:3 method="wB97M-V/def2-TZVPD" homo_ev="-8.2028 / -8.2032" e_tot_ev=-6313.0655 orbital_gap_ev="8.5 / 8.5" total_charge=0 smiles="C/C=C1/C2=C[C@H]21"
C 2.5335 0.2665 -0.2994
C 1.8496 -0.7793 0.2112
C 0.5197 -0.3356 0.0921
C -0.7368 -0.8784 -0.1417
C 1.3267 0.9165 0.1696
C -2.0696 -0.0615 -0.0514
H 3.4998 0.7172 -0.4503
H -0.6675 -1.8896 -0.3999
H 1.2298 1.6541 0.8688
H -2.7656 -0.0860 -0.8787
H -1.8765 1.0346 0.1772
H -2.8431 -0.5587 0.7025


14
Properties=species:S:1:pos:R:3 method="wB97M-V/def2-TZVPD" homo_ev=-9.3389 e_tot_ev=-8815.0435 orbital_gap_ev=10.1 total_charge=0 smiles=NCO.O.O
N -2.3777 -0.7032 0.6754
C -1.1006 -1.1731 1.0604
O -0.1475 -0.0630 1.0710
H -3.0025 -0.4038 1.3970
H -2.4450 -0.3287 -0.2486
H -1.0651 -1.7320 1.9934
H -0.6212 -1.8007 0.3073
H -0.4474 0.5957 1.7092
H 3.9400 1.4488 0.7665
H 2.6175 0.9850 1.3548
O 3.5738 1.0149 1.5443
H 0.3958 1.4919 -3.7359
H 0.5671 0.0827 -4.2905
O 0.1130 0.5856 -3.6044